Here is a cluster of 2 separate species, C2H10NO in total from OMol25. Energies are from the ωB97M-V functional and the def2-TZVPD basis.

Cartesian coordinates (Å):
N (-2.045, 0.687, 0.574)
H (-2.530, 1.583, 0.500)
H (-2.228, 0.047, -0.196)
H (-0.990, 0.799, 0.729)
H (-2.442, 0.243, 1.404)
C (1.395, -0.191, -0.318)
O (0.599, 0.518, 0.662)
C (0.586, -1.236, -1.048)
H (1.667, 0.531, -1.091)
H (2.257, -0.608, 0.206)
H (1.032, 1.232, 1.124)
H (1.214, -1.647, -1.833)
H (0.128, -1.964, -0.351)
H (-0.370, -0.901, -1.450)

The value obtained for the HOMO energy is -15.1 eV. Its lowest unoccupied orbital energy is -0.1390 hartree. The calculation puts the energy relative to the best compared isomer or geometry (same formula, charge and spin) at 65.7 kJ/mol. The net charge is +1.

Mulliken population analysis, charges in e, atoms 1 to 4: number 1, N, carries -0.45; number 2, H, carries 0.40; number 3, H, carries 0.36; number 4, H, carries 0.31